11
Properties=species:S:1:pos:R:3 method="wB97M-V/def2-TZVPD" relative_energy_kcal_mol=50.4 homo_energy_ev=-4.1 lumo_ev=4.321 total_energy_ev=-9229.9759 orbital_gap_ev=8.378 total_charge=-1
O 2.527 1.748 0.115
N -1.695 -2.372 -0.544
H -2.470 -2.007 0.016
H -1.474 -0.621 -1.592
N 0.040 -0.604 -0.393
O 0.293 1.803 0.444
H 1.671 1.932 1.909
C -0.969 -1.327 -0.845
H -0.047 0.472 -0.332
H 0.610 -0.852 0.414
C 1.513 1.828 0.808

7
Properties=species:S:1:pos:R:3 method="wB97M-V/def2-TZVPD" relative_energy_kcal_mol=21.4 homo_energy_ev=-3.2 lumo_ev=3.374 total_energy_ev=-17003.5234 orbital_gap_ev=6.539 total_charge=-1
H -0.656 0.338 -1.378
I -2.329 -1.435 -0.095
C -0.554 -0.043 -0.254
O -0.794 2.604 0.957
O -0.171 1.201 2.648
F 0.515 -0.976 -0.371
C -0.493 1.739 1.696

76
Properties=species:S:1:pos:R:3 method="wB97M-V/def2-TZVPD" spin_multiplicity=2 homo_energy_ev="-3.8 / -3.9" lumo_ev="1.600 / 1.609" total_energy_ev=-111853.8924 s2=0.762 orbital_gap_ev="5.411 / 5.484" total_charge=-1
H -3.158 4.399 -0.245
C 4.296 -0.070 2.960
C 3.572 0.112 4.127
H 3.120 0.903 -5.280
S -6.590 0.727 4.192
C -1.180 1.141 -4.021
H 0.071 -4.379 2.484
C 0.645 0.599 -2.421
H -4.367 1.631 -2.030
H 2.855 -3.895 -0.349
C -0.234 -2.222 2.598
H 0.213 -3.687 4.100
Ru -0.383 0.664 0.365
H 1.215 -4.044 -0.964
S -2.747 0.451 -0.267
S -5.661 -0.313 -1.475
C -5.857 0.489 2.727
H -3.157 -3.659 -0.320
I -0.884 1.493 2.888
C -5.389 1.325 -2.227
H 5.333 -0.375 3.009
H -0.913 -2.819 -1.129
C 0.280 0.960 -3.743
H 1.839 -1.693 -0.605
O -0.243 0.138 -1.622
H 4.893 1.297 -2.384
C -1.130 -2.970 -0.066
H 4.905 0.404 -3.922
P -0.094 -1.720 0.818
H 4.034 -0.032 5.093
H 1.630 0.611 4.916
N 1.745 0.681 0.391
C 1.592 -2.298 0.274
H 3.523 1.052 -0.595
H 4.280 -0.118 0.827
H -1.307 -2.248 2.820
H -2.850 -2.901 1.248
C 2.367 0.514 1.595
C 2.229 0.476 4.027
O 4.555 -0.739 -2.234
C -2.112 4.363 0.055
C -0.410 2.649 -0.084
H 1.494 3.500 -0.466
C 2.474 0.802 -0.730
C -2.624 -2.854 0.184
C -4.140 0.376 0.735
C 2.949 0.754 -3.154
S -4.137 0.695 2.464
H 2.290 -2.017 1.070
H -1.356 1.337 -5.074
H -2.038 4.428 1.144
H 0.192 -1.396 3.176
C 0.684 3.606 0.264
O -1.631 3.102 -0.389
N 1.164 1.117 -4.714
C 0.430 -3.518 3.045
H 1.570 -4.439 0.723
H -1.566 1.974 -3.428
H -1.725 0.251 -3.704
H -6.101 2.023 -1.796
C 1.677 0.678 2.798
C 4.411 0.480 -2.944
H -5.559 1.212 -3.293
C 2.453 0.915 -4.426
H -0.774 -3.961 0.232
H 0.346 4.643 0.270
C 2.039 0.724 -2.054
C 3.716 0.104 1.721
H 5.491 -0.942 -2.146
C 1.804 -3.763 -0.095
S -6.739 0.015 1.284
H 1.510 -3.449 2.936
C -5.360 0.065 0.212
H 1.100 3.366 1.246
H -1.574 5.193 -0.411
H -2.998 -1.912 -0.208

23
Properties=species:S:1:pos:R:3 method="wB97M-V/def2-TZVPD" relative_energy_kcal_mol=25.3 homo_energy_ev=-9.1 lumo_ev=1.016 total_energy_ev=-9559.0832 orbital_gap_ev=10.072 total_charge=0
C 0.120 1.353 3.024
C -0.833 -2.785 -2.338
C 0.355 -2.552 -1.348
C -0.639 2.451 1.004
H 0.733 2.383 -1.727
H 1.062 0.802 -1.467
C 0.244 1.506 -1.296
H 1.257 -2.085 -1.685
H -0.009 -2.068 -0.433
H 1.377 -0.182 0.348
C 0.134 1.520 0.229
C 0.758 0.503 0.919
H -1.122 3.334 0.608
H -1.738 -2.918 -1.772
H -0.678 1.144 -1.776
H 0.697 -3.508 -0.903
C -0.647 2.400 2.405
C 0.631 0.333 2.289
H -1.322 3.024 2.965
H -0.092 1.375 4.093
H -0.748 -1.873 -2.949
H -0.637 -3.648 -2.971
H 1.098 -0.511 2.778

Please write out number 1 again, unchanged.
11
Properties=species:S:1:pos:R:3 method="wB97M-V/def2-TZVPD" relative_energy_kcal_mol=50.4 homo_energy_ev=-4.1 lumo_ev=4.321 total_energy_ev=-9229.9759 orbital_gap_ev=8.378 total_charge=-1
O 2.527 1.748 0.115
N -1.695 -2.372 -0.544
H -2.470 -2.007 0.016
H -1.474 -0.621 -1.592
N 0.040 -0.604 -0.393
O 0.293 1.803 0.444
H 1.671 1.932 1.909
C -0.969 -1.327 -0.845
H -0.047 0.472 -0.332
H 0.610 -0.852 0.414
C 1.513 1.828 0.808